# 1
Here is a single C2HClN2O molecule in a non-equilibrium geometry from the Open Molecules 2025 dataset. Energies are from the ωB97M-V functional and the def2-TZVPD basis.

```
! RIJCOSX wB97M-V def2-TZVPD def2/J DEFGRID3
* xyz 0 1
Cl 3.431 -0.522 0.027
O 0.383 -1.692 -0.018
N 1.187 2.620 0.000
N 1.614 0.245 -0.026
C 1.449 1.528 -0.007
C 0.555 -0.515 0.024
H -0.280 0.255 0.110
*
```

Computed properties:
calculated total energy: -19637.144 eV
E_LUMO: -2.66 eV
SMILES string: N#CN(Cl)C=O
energy above the lowest of the compared OMol25 structures with the same formula, charge and spin: 2.7702 eV

***

# 2
Here is a single C4H7NO2 molecule in a non-equilibrium geometry from the Open Molecules 2025 dataset. Energies are from the ωB97M-V functional and the def2-TZVPD basis.

```
! RIJCOSX wB97M-V def2-TZVPD def2/J DEFGRID3
* xyz 0 1
O 1.541 -1.850 -1.033
O -1.658 0.842 1.427
N 0.956 0.215 0.834
C 0.514 -1.224 -1.190
C -1.559 -0.115 0.442
C 0.822 1.146 -0.282
C 0.072 -0.153 -0.212
H 1.678 1.254 -0.957
H -0.141 -1.438 -2.066
H 0.281 2.068 -0.071
H -1.555 0.176 -0.579
H -1.720 -1.133 0.802
H 1.796 -0.344 0.771
H -1.027 0.556 2.114
*
```

Computed properties:
calculated total energy: -9843.067 eV
E_LUMO: 0.69 eV
SMILES string: O=C[C@]1(CO)CN1
energy above the lowest of the compared OMol25 structures with the same formula, charge and spin: 4.2130 eV

***

# 3
Here is a molecular structure, C4H6FHgO4 in a non-equilibrium geometry from the Open Molecules 2025 dataset. Energies are from the ωB97M-V functional and the def2-TZVPD basis.

```
! RIJCOSX wB97M-V def2-TZVPD def2/J DEFGRID3
* xyz 1 1
Hg 0.336 -1.790 0.072
F -0.142 -3.466 -0.159
O -0.919 -0.310 -0.907
O -0.223 1.853 -1.244
O 1.190 -1.181 1.857
O 1.025 0.219 -0.273
C 1.514 -0.011 1.993
C -0.043 0.728 -0.927
C 1.652 0.901 0.808
C -2.268 -0.109 -1.377
H -2.345 0.873 -1.854
H -2.522 -0.905 -2.083
H -2.894 -0.159 -0.484
H 2.711 1.091 0.585
H 1.163 1.864 1.010
H 1.765 0.401 2.983
*
```

Computed properties:
calculated total energy: -19316.834 eV
E_LUMO: -4.89 eV
energy above the lowest of the compared OMol25 structures with the same formula, charge and spin: 0.3061 eV

***

# 4
Here is a molecular structure, C5H8O in a non-equilibrium geometry from the Open Molecules 2025 dataset. Energies are from the ωB97M-V functional and the def2-TZVPD basis.

```
! RIJCOSX wB97M-V def2-TZVPD def2/J DEFGRID3
* xyz 0 1
O 1.549 -1.235 -0.515
C -0.498 -0.503 -0.288
C 0.732 -0.686 0.576
C -1.683 0.323 0.143
C 1.162 0.037 -1.040
C 1.340 0.694 0.328
H 0.732 -1.258 1.514
H 0.761 1.593 0.539
H 2.384 0.793 0.638
H 0.267 0.090 -1.674
H -2.193 -0.196 0.968
H -0.775 -1.426 -0.813
H -2.420 0.451 -0.658
H -1.403 1.315 0.511
*
```

Computed properties:
calculated total energy: -7356.652 eV
E_LUMO: 1.04 eV
energy above the lowest of the compared OMol25 structures with the same formula, charge and spin: 5.6038 eV

***

# 5
Here is 2 unconnected molecules or ions with the total composition C3H11NO in a non-equilibrium geometry from the Open Molecules 2025 dataset. Energies are from the ωB97M-V functional and the def2-TZVPD basis.

```
! RIJCOSX wB97M-V def2-TZVPD def2/J DEFGRID3
* xyz 1 2
O 1.793 -0.890 -1.744
N -0.045 -0.081 0.403
C 0.306 1.046 -0.422
C -0.602 0.456 1.677
C -0.865 -1.091 -0.257
H 1.367 1.172 -0.498
H -1.371 -0.852 -1.238
H 1.605 -1.104 -0.858
H 0.012 1.104 -1.432
H -1.428 -0.243 1.962
H -1.692 -1.423 0.577
H -0.175 -2.018 -0.447
H -0.653 1.580 1.616
H 1.657 0.047 -1.988
H 0.036 0.287 2.624
H 0.055 2.010 0.025
*
```

Computed properties:
calculated total energy: -6816.166 eV
E_LUMO (alpha / beta): -3.18 / -8.32 eV
energy above the lowest of the compared OMol25 structures with the same formula, charge and spin: 2.6977 eV
<S²>: 0.754

***

# 6
Here is 12 unconnected molecules or ions with the total composition H26NO11 in a non-equilibrium geometry from the Open Molecules 2025 dataset. Energies are from the ωB97M-V functional and the def2-TZVPD basis.

```
! RIJCOSX wB97M-V def2-TZVPD def2/J DEFGRID3
* xyz 1 1
O -3.718 0.744 0.462
O -1.817 -1.461 -2.612
O -0.761 0.830 -4.055
O -0.778 1.541 2.975
O 1.920 -0.138 0.898
O 1.211 2.769 1.343
O -1.324 -1.896 0.556
O 0.100 -1.515 2.696
O 0.970 -0.669 -2.272
O 2.433 1.551 -1.248
O 1.390 -2.872 -0.388
N -0.912 1.079 -0.192
H 2.313 -3.150 -0.279
H 0.002 -0.535 2.793
H -1.032 0.089 -3.506
H 1.973 -1.086 0.929
H 1.515 -1.970 -0.651
H -1.454 0.973 0.704
H 1.914 2.135 1.333
H 1.610 3.576 1.711
H -2.739 -1.218 -2.361
H 2.419 0.075 1.668
H -1.508 1.019 -0.981
H 0.860 -1.793 3.219
H -0.625 -1.654 1.224
H -0.092 2.170 3.069
H -0.932 1.161 3.852
H -1.176 -2.835 0.560
H 2.330 1.028 -0.428
H 0.987 -1.361 -2.989
H 3.289 1.964 -1.230
H 0.179 0.914 -3.943
H -0.351 0.282 -0.193
H -0.412 1.979 -0.164
H 1.778 -0.225 -2.037
H -3.699 0.322 1.315
H -4.389 0.125 0.084
H -1.492 -1.958 -1.858
*
```

Computed properties:
calculated total energy: -24429.369 eV
E_LUMO: -3.42 eV
energy above the lowest of the compared OMol25 structures with the same formula, charge and spin: 0.8830 eV

***

# 7
Here is a molecular structure, C5H8OS2 in a non-equilibrium geometry from the Open Molecules 2025 dataset. Energies are from the ωB97M-V functional and the def2-TZVPD basis.

```
! RIJCOSX wB97M-V def2-TZVPD def2/J DEFGRID3
* xyz 0 1
S 1.250 -1.338 -0.749
S 1.475 0.682 1.175
O -0.409 1.991 -1.181
C -1.738 0.102 -0.196
C 0.664 0.170 -0.122
C -1.872 -1.346 0.259
C -0.527 0.722 -0.929
C -1.879 -0.171 1.259
H 2.428 -1.086 0.032
H -0.404 0.092 -1.928
H -2.824 -0.064 1.976
H -2.650 -1.800 -0.385
H -0.978 -0.263 1.947
H -1.001 -2.075 0.483
H -0.133 2.323 -0.346
H -2.660 0.570 -0.769
*
```

Computed properties:
calculated total energy: -29028.980 eV
E_LUMO: -0.46 eV
energy above the lowest of the compared OMol25 structures with the same formula, charge and spin: 3.7009 eV

***

# 8
Here is a molecular structure, C15H28AuN3O3 from the Open Molecules 2025 dataset. Energies are from the ωB97M-V functional and the def2-TZVPD basis.

```
! RIJCOSX wB97M-V def2-TZVPD def2/J DEFGRID3
* xyz 2 1
Au 0.320 0.164 -0.050
O -1.693 2.802 -1.549
O -0.818 2.645 0.507
O 0.008 0.550 -1.954
N -1.500 -0.774 0.095
N 2.204 1.004 -0.299
N 0.849 -0.041 1.968
C 2.000 0.902 2.143
C -2.878 -2.603 -0.489
C -2.538 -0.182 0.716
C -0.503 -2.470 -1.350
C 2.088 2.459 -0.599
C -1.651 -1.960 -0.533
C -0.221 0.360 2.919
C -3.946 -2.017 0.169
C -1.591 3.149 -0.288
C 1.248 -1.444 2.260
C 2.929 0.346 -1.423
C -0.835 -0.303 -2.735
C -0.450 -1.774 -2.730
C 2.948 0.778 0.979
C -3.776 -0.777 0.771
H -1.147 -2.277 -3.403
H 0.545 -1.906 -3.156
H 0.389 -2.094 2.107
H -4.906 -2.515 0.201
H 1.492 2.580 -1.500
H 3.934 0.765 -1.481
H 2.391 0.535 -2.346
H 1.573 -1.518 3.299
H 2.057 -1.759 1.606
H 0.199 0.385 3.927
H -1.882 -0.176 -2.438
H -4.588 -0.275 1.277
H 2.504 0.685 3.087
H -1.045 2.087 -1.763
H -1.023 -0.372 2.895
H -0.590 1.348 2.653
H 0.432 -2.326 -0.802
H 3.762 1.501 1.055
H -0.605 -3.545 -1.491
H -0.746 0.079 -3.754
H -2.986 -3.558 -0.985
H -2.346 0.783 1.162
H 1.583 1.908 2.204
H 1.611 2.978 0.226
H -2.277 3.960 -0.029
H 3.090 2.855 -0.770
H 2.993 -0.726 -1.240
H 3.394 -0.215 0.934
*
```

Computed properties:
calculated total energy: -30299.345 eV
E_LUMO: -7.53 eV
energy above the lowest of the compared OMol25 structures with the same formula, charge and spin: 0.0286 eV

***

# 9
Here is a single C17H13N5OS2 molecule in a non-equilibrium geometry from the Open Molecules 2025 dataset. Energies are from the ωB97M-V functional and the def2-TZVPD basis.

```
! RIJCOSX wB97M-V def2-TZVPD def2/J DEFGRID3
* xyz 0 1
S -2.001 -2.216 -0.335
S 0.884 -1.300 -0.563
O 5.494 2.832 -0.230
N -4.489 -1.166 -0.101
N 3.610 1.598 -0.426
N -1.305 0.256 -0.410
N -2.628 0.285 -0.290
N 3.540 -0.721 -0.189
C -5.560 -0.287 0.055
C 2.961 0.397 -0.408
C -6.510 1.908 0.223
C 4.892 -0.725 0.054
C -0.803 -0.926 -0.448
C 7.628 -0.792 0.569
C -6.830 -0.837 0.216
C 4.980 1.736 -0.199
C 5.645 0.463 0.063
C 7.016 0.416 0.322
C -7.772 1.362 0.385
C 6.882 -1.970 0.560
C -3.181 -0.878 -0.231
C -7.928 -0.015 0.380
C -5.403 1.096 0.058
C 5.529 -1.943 0.305
C 1.490 0.415 -0.657
H -4.724 -2.148 -0.081
H -6.382 2.980 0.225
H -8.630 2.003 0.514
H 4.935 -2.843 0.294
H -6.953 -1.912 0.214
H 8.688 -0.830 0.772
H 0.956 1.000 0.094
H 3.098 2.454 -0.606
H -4.419 1.515 -0.068
H 7.569 1.343 0.323
H -8.907 -0.451 0.505
H 7.372 -2.912 0.755
H 1.254 0.815 -1.645
*
```

Computed properties:
calculated total energy: -49009.079 eV
E_LUMO: 0.32 eV
SMILES string: O=c1[nH]c(CSc2nnc(Nc3ccccc3)s2)nc2ccccc12
energy above the lowest of the compared OMol25 structures with the same formula, charge and spin: 0.1561 eV

***

# 10
Here is 11 unconnected molecules or ions with the total composition H22O11 in a non-equilibrium geometry from the Open Molecules 2025 dataset. Energies are from the ωB97M-V functional and the def2-TZVPD basis.

```
! RIJCOSX wB97M-V def2-TZVPD def2/J DEFGRID3
* xyz 0 1
O 0.329 -0.331 -0.193
O -1.769 1.590 -0.556
O -2.748 -0.497 0.754
O 3.690 -0.756 -2.535
O -0.613 -3.084 0.091
O 1.244 3.377 -0.075
O -0.857 -0.525 2.784
O 2.715 0.783 -0.003
O -0.201 2.160 2.113
O -2.101 -1.057 -2.119
O 0.829 -1.283 -2.824
H -0.370 0.245 0.022
H 2.906 0.503 0.895
H 0.914 2.997 0.733
H 0.491 -0.865 -2.058
H -2.242 1.069 0.100
H -1.664 2.457 -0.219
H -3.306 -1.281 0.951
H -0.480 -2.133 0.059
H 3.170 -0.278 -1.906
H -1.866 -2.006 -2.295
H -2.346 -1.123 -1.193
H 0.202 -0.916 -3.396
H -0.777 -1.478 2.954
H 1.700 2.645 -0.537
H 1.158 0.097 -0.038
H -2.219 -0.450 1.526
H 3.318 1.493 -0.202
H -1.177 -0.178 3.631
H -0.800 -3.415 0.954
H -0.117 1.193 2.225
H 3.118 -1.510 -2.663
H -0.138 2.544 3.009
*
```

Computed properties:
calculated total energy: -22879.772 eV
E_LUMO: -0.81 eV
SMILES string: O.O.O.O.O.O.O.O.O.O.O
energy above the lowest of the compared OMol25 structures with the same formula, charge and spin: 1.7422 eV

***

# 11
Here is 6 unconnected molecules or ions with the total composition C27H31F5NO15 in a non-equilibrium geometry from the Open Molecules 2025 dataset. Energies are from the ωB97M-V functional and the def2-TZVPD basis.

```
! RIJCOSX wB97M-V def2-TZVPD def2/J DEFGRID3
* xyz 1 1
F 6.892 4.711 5.694
F 6.960 4.034 -4.679
F -3.245 -5.336 -5.249
F -7.416 1.162 2.180
F 6.007 2.593 0.693
O -4.418 -3.766 -4.130
O -2.986 -2.041 -4.295
O 3.234 -0.528 2.212
O 6.575 5.288 2.319
O 5.314 4.717 4.081
O 7.445 1.024 -3.092
O 4.934 0.760 1.481
O 2.819 1.323 1.002
O -7.701 1.857 -1.178
O -8.972 1.181 0.550
O 5.850 2.568 -3.368
O -4.825 -1.855 -3.005
O 4.340 5.157 2.094
O -9.933 1.674 -1.437
O 5.369 0.630 -2.323
N -0.976 -2.639 -0.134
C 3.653 2.395 0.532
C -3.590 -4.029 -5.253
C -3.797 -1.750 0.952
C 0.465 -1.090 0.766
C -0.106 -2.384 -1.037
C -3.465 -3.965 1.699
C 5.317 5.066 2.765
C 3.626 0.430 1.623
C 6.650 4.369 4.408
C -8.969 1.583 -0.760
C -4.245 -3.694 2.798
C -2.342 -3.181 -0.452
C -7.638 0.861 0.873
C -5.634 -2.129 4.230
C 6.151 1.338 -2.879
C 7.091 3.219 -3.610
C 8.011 2.062 -3.902
C -4.804 -2.449 3.007
C -6.846 1.762 -0.040
C -4.578 -1.476 2.042
C -0.398 -2.322 1.194
C -2.397 -3.143 -4.995
C 7.450 5.213 3.450
C 1.182 -1.818 -0.414
C 4.994 1.723 0.433
C -4.145 -2.492 -3.738
C -3.216 -2.992 0.760
H -6.697 2.754 0.389
H -3.624 -0.954 0.224
H -4.426 -4.453 3.557
H 1.827 -1.233 -1.068
H 9.042 2.261 -3.621
H 1.061 -0.785 1.625
H -4.135 -3.799 -6.169
H -5.879 1.344 -0.311
H 3.302 2.776 -0.425
H -7.469 -0.207 0.712
H -5.010 -0.480 2.130
H -5.196 -1.237 4.698
H -1.048 -1.946 1.984
H 7.980 1.763 -4.950
H -0.279 -0.396 0.365
H 7.368 3.810 -2.735
H -1.910 -2.812 -5.909
H -3.025 -4.957 1.590
H -5.563 -2.916 4.987
H 3.643 3.208 1.258
H 0.169 -3.219 1.469
H 7.632 6.217 3.837
H -0.221 -2.489 -2.114
H 6.786 3.293 4.287
H -2.201 -4.242 -0.691
H 1.691 -2.665 0.072
H -2.752 -2.665 -1.333
H -1.657 -3.629 -4.354
H -6.677 -1.941 3.962
H 8.401 4.760 3.181
H 5.179 1.220 -0.519
*
```

Computed properties:
calculated total energy: -74285.665 eV
E_LUMO: -3.62 eV

***

# 12
Here is 7 unconnected molecules or ions with the total composition C34H66BrF2N4O8 in a non-equilibrium geometry from the Open Molecules 2025 dataset. Energies are from the ωB97M-V functional and the def2-TZVPD basis.

```
! RIJCOSX wB97M-V def2-TZVPD def2/J DEFGRID3
* xyz 1 1
Br -3.145 -1.077 -3.355
F 0.304 0.427 2.430
F 2.173 2.834 -1.003
O 7.194 -6.311 -2.461
O -3.835 9.602 3.754
O 2.331 0.039 -0.286
O -1.439 5.532 0.080
O -8.022 1.633 -3.853
O 2.963 -4.397 -0.234
O 5.064 0.434 -0.022
O -3.885 -1.419 3.948
N -1.520 -1.361 -1.012
N -0.526 -0.233 -2.522
N -0.340 -1.017 -0.475
N 1.522 0.191 -1.376
C 4.642 -0.924 -0.017
C -7.500 0.633 -4.731
C 0.214 6.279 1.604
C -0.243 4.788 -0.168
C 8.237 -5.494 -1.915
C -4.961 9.713 2.877
C 7.776 -7.336 -3.278
C 3.167 -1.132 -0.479
C -4.374 -3.203 5.429
C 0.901 5.585 0.437
C -3.259 -2.450 4.723
C 3.677 -5.855 -1.964
C 3.053 -5.725 0.310
C -5.665 1.655 -3.652
C 3.162 -4.460 -1.655
C 2.862 2.186 -2.011
C -5.300 -1.659 3.902
C 9.544 -6.225 -2.176
C 0.308 -0.315 -1.459
C -6.944 2.403 -3.313
C 2.072 0.959 -2.501
C 4.894 -1.529 1.395
C -0.569 -0.566 2.009
C -1.942 0.042 1.729
C 0.021 -1.432 0.880
C 3.018 -6.682 -0.870
C -5.521 -3.063 4.440
C -1.161 6.573 1.025
C -5.334 8.297 2.467
C -6.038 0.980 -4.965
C -4.922 7.499 3.695
C -1.654 -0.884 -2.249
C 9.236 -6.961 -3.471
C -3.666 8.235 4.135
H -2.163 -1.914 -0.458
H -5.692 7.578 4.467
H 1.983 -6.904 -1.143
H -6.505 -3.196 4.886
H -1.942 6.592 1.786
H -0.690 -1.239 2.878
H 1.744 4.961 0.729
H 10.399 -5.553 -2.245
H -5.461 0.898 -2.888
H -2.326 0.578 2.604
H 3.906 1.982 -1.750
H -4.111 -4.236 5.655
H 3.997 -5.803 0.857
H -4.738 7.987 1.604
H -4.796 2.309 -3.724
H 1.259 6.329 -0.280
H 3.862 -3.679 -1.962
H -4.700 10.345 2.027
H 4.763 -5.887 -1.852
H -5.656 -1.539 2.877
H -2.778 7.848 3.622
H 0.126 5.589 2.447
H 8.215 -4.526 -2.429
H -2.547 -2.001 5.418
H 4.891 -0.744 2.163
H -4.628 -2.703 6.367
H -1.172 7.528 0.491
H 8.052 -5.328 -0.853
H -7.604 -0.341 -4.237
H 2.784 -2.005 0.076
H -4.748 6.442 3.496
H -0.368 -2.457 1.009
H -5.791 -0.910 4.530
H -8.083 0.617 -5.652
H -6.961 3.391 -3.784
H -5.427 0.108 -5.204
H 5.912 -1.949 1.381
H 3.196 -1.452 -1.533
H 2.887 2.888 -2.863
H -3.498 8.175 5.211
H -0.345 3.810 0.318
H -1.858 0.710 0.852
H 4.194 -2.338 1.639
H 9.738 -6.943 -1.376
H -7.088 2.529 -2.239
H 2.711 0.295 -3.109
H 1.101 -1.501 1.035
H 7.230 -7.405 -4.220
H 9.339 -6.281 -4.320
H 3.430 -6.184 -2.973
H 0.729 7.174 1.949
H 7.677 -8.289 -2.748
H -0.128 4.631 -1.242
H 5.666 0.527 -0.770
H -5.410 -3.795 3.635
H -5.776 10.194 3.430
H 5.274 -1.512 -0.706
H 2.232 -5.888 1.009
H 3.526 -7.623 -0.666
H -2.708 -0.705 1.466
H 9.876 -7.825 -3.649
H -6.387 8.194 2.208
H 1.276 1.328 -3.156
H -2.710 -3.107 4.037
H 2.196 -4.274 -2.140
H -5.948 1.693 -5.787
*
```

Computed properties:
calculated total energy: -134134.503 eV
E_LUMO: -2.65 eV